Molecular formula: C4H9N
Method: DFT, ωB97M-V with the def2-TZVPD basis set

Computed properties:
Total energy in a.u.: -212.51652
Energy relative to the best compared isomer or geometry (same formula, charge and spin) in kJ/mol: 91.0
E_LUMO in eV: 1.06
SMILES: C=C(C)NC
Orbital gap in eV: 9.02
Largest force on an atom in eV Å⁻¹: 2.79

Geometry as XYZ:
```
14
Properties=species:S:1:pos:R:3:forces:R:3
C -0.664 1.465 -1.181 0.6 0.1 -0.9
C -0.243 0.485 -0.374 -1.9 1.8 1.0
C -0.540 0.691 1.130 1.2 1.0 -0.6
N 0.321 -0.687 -0.812 1.0 -1.1 1.2
C 0.966 -1.555 0.192 0.9 -0.4 -1.7
H -1.226 2.342 -0.875 0.2 -0.3 0.4
H -0.368 1.481 -2.224 -0.2 -0.3 -0.1
H -1.432 0.172 1.461 0.2 -0.4 0.3
H -0.639 1.774 1.352 -0.4 -0.6 -0.5
H 0.377 0.487 1.682 -0.3 -0.7 0.4
H -0.146 -1.231 -1.512 -0.3 0.4 -0.2
H 1.257 -2.469 -0.360 -0.5 0.1 0.5
H 0.377 -1.780 1.073 -0.1 -0.1 0.1
H 1.960 -1.175 0.447 -0.3 0.4 0.4
```
Positions in Å, forces in eV/Å.

Here are the Mulliken charges for atoms 1 to 8, given in e:
1 C -0.95
2 C 0.69
3 C -1.27
4 N -0.31
5 C -0.90
6 H 0.27
7 H 0.29
8 H 0.26

---

Molecular formula: C2H7N2O4S2
Method: DFT, ωB97M-V with the def2-TZVPD basis set

Computed properties:
Total energy in a.u.: -1286.90776
Total charge: +1
E_LUMO (alpha / beta) in eV: -5.01 / -5.01
SMILES: NCC(=[NH2+])OS(=O)#S(=O)O
Orbital gap (alpha / beta) in eV: 8.13 / 8.13
Largest force on an atom in eV Å⁻¹: 3.46

Geometry as XYZ:
```
17
Properties=species:S:1:pos:R:3:forces:R:3
N 1.511 -0.977 0.853 0.3 -1.5 -1.4
C 1.319 -1.103 -0.603 3.1 -1.5 0.4
C -0.003 -0.540 -0.760 -1.1 -0.7 -1.4
N -1.060 -1.312 -0.802 -1.7 0.6 -0.2
O -0.015 0.738 -0.870 -0.1 -0.2 -0.3
S -1.357 1.832 -1.082 0.0 -0.2 0.8
O -0.580 3.025 -1.306 -0.4 0.4 0.1
S -1.474 1.575 1.402 -0.3 0.5 -0.7
O -1.677 0.173 1.639 -0.3 -0.4 -0.2
O 0.109 1.736 1.393 0.5 2.4 0.6
H 1.024 -1.799 1.246 0.3 1.7 0.8
H 1.398 -0.014 1.107 -0.4 -0.2 1.2
H 2.142 -0.495 -1.148 -1.6 -1.2 0.6
H 1.395 -2.252 -0.754 -0.2 2.1 -0.6
H -2.056 -1.015 -0.779 1.3 0.1 0.1
H -0.977 -2.302 -0.897 0.5 -0.5 0.1
H 0.300 2.730 1.361 0.1 -1.5 0.1
```
Positions in Å, forces in eV/Å.

Here are the Mulliken charges for atoms 1 to 8, given in e:
1 N -0.45
2 C -0.80
3 C 0.83
4 N -0.25
5 O -0.28
6 S 0.47
7 O -0.41
8 S 0.62

---

Molecular formula: C10H21N2
Method: DFT, ωB97M-V with the def2-TZVPD basis set

Computed properties:
Total energy in a.u.: -502.75929
Energy relative to the best compared isomer or geometry (same formula, charge and spin) in kJ/mol: 286.1
Total charge: +1
E_LUMO in eV: -3.45
Orbital gap in eV: 9.53
Largest force on an atom in eV Å⁻¹: 4.38

Geometry as XYZ:
```
33
Properties=species:S:1:pos:R:3:forces:R:3
C -1.846 1.018 2.281 -2.3 -2.5 -0.9
C 1.291 3.236 -0.326 -0.4 0.3 1.8
C -1.058 0.734 1.232 -2.0 1.5 1.0
C 1.820 2.490 0.650 -0.3 1.3 -1.7
C -0.292 -3.255 0.728 2.0 1.0 -1.9
C 0.118 0.358 -2.137 0.7 2.2 -1.7
C 1.894 -1.527 -0.968 -0.4 -0.9 1.9
C 0.280 -1.826 0.906 2.6 -2.0 1.5
C -1.447 0.042 -0.080 1.7 3.5 0.0
C -0.148 -0.210 -0.837 -2.7 -0.3 0.5
N 0.547 -1.121 -0.320 3.8 -1.6 -1.3
N -2.322 0.796 -0.925 -3.7 -1.3 1.0
H -1.633 1.674 3.081 0.8 0.7 0.4
H -2.872 0.540 2.448 1.4 0.4 -0.5
H 1.067 2.891 -1.300 0.3 -0.5 -0.9
H 0.900 4.217 -0.141 0.0 0.5 0.2
H -0.268 1.430 1.216 1.5 0.2 -0.5
H 2.182 1.569 0.284 0.5 -1.3 0.4
H -0.798 -3.415 -0.174 -1.1 0.8 -1.8
H 0.382 -4.053 0.583 1.8 -0.6 0.4
H -0.967 -3.642 1.381 -1.8 -0.2 2.8
H 0.333 -0.397 -2.872 -0.2 -0.8 -0.3
H 1.109 0.900 -2.159 -1.1 -0.1 0.2
H -0.738 0.980 -2.567 1.4 -0.8 0.9
H 2.643 -0.745 -0.705 -0.6 -0.4 -0.7
H 2.208 -2.448 -0.397 -0.3 1.0 -0.7
H 1.797 -1.820 -2.023 0.0 0.6 0.4
H -0.389 -1.304 1.489 -1.2 1.2 1.2
H 1.307 -1.773 1.507 -2.2 -0.5 -1.2
H -1.862 -0.869 0.075 -1.5 -2.9 0.7
H 2.005 2.848 1.648 0.0 -0.1 0.1
H -1.978 1.672 -1.126 1.1 2.4 -0.5
H -3.265 1.010 -0.452 1.9 -0.8 -0.8
```
Positions in Å, forces in eV/Å.

Here are the Mulliken charges for atoms 1 to 8, given in e:
1 C -1.03
2 C -0.47
3 C 0.16
4 C -0.55
5 C -1.55
6 C -1.71
7 C -0.99
8 C -0.68

---

Molecular formula: C3H3OS
Method: DFT, ωB97M-V with the def2-TZVPD basis set

Computed properties:
Total energy in a.u.: -589.50700
Energy relative to the best compared isomer or geometry (same formula, charge and spin) in kJ/mol: 0.0
Total charge: -1
E_LUMO in eV: 3.87
Orbital gap in eV: 7.18
Largest force on an atom in eV Å⁻¹: 4.68

Geometry as XYZ:
```
8
Properties=species:S:1:pos:R:3:forces:R:3
C 0.586 0.850 -0.783 -0.3 3.1 -0.8
C -0.395 0.003 -0.620 -0.3 -1.9 1.9
C -0.250 -1.175 1.055 -2.2 -1.1 -4.0
O -0.706 -2.290 0.862 0.8 1.3 0.5
S 0.283 -0.258 2.266 0.9 0.8 1.6
H 0.291 1.822 -1.366 1.2 -1.6 0.5
H 1.473 0.913 -0.143 -0.3 -0.1 -0.2
H -1.283 0.134 -1.272 0.3 -0.4 0.6
```
Positions in Å, forces in eV/Å.

Atomic charges from the Mulliken analysis, expressed in e, are listed below:
1 C -0.56
2 C -0.29
3 C 0.30
4 O -0.56
5 S -0.48
6 H 0.14
7 H 0.24
8 H 0.20

---

Molecular formula: B2H8Sn
Method: DFT, ωB97M-V with the def2-TZVPD basis set

Computed properties:
Total energy in a.u.: -268.56758
Energy relative to the best compared isomer or geometry (same formula, charge and spin) in kJ/mol: 0.0
Total charge: -1
E_LUMO (alpha / beta) in eV: 2.29 / 2.36
2S+1: 2
Orbital gap (alpha / beta) in eV: 6.14 / 7.59
Largest force on an atom in eV Å⁻¹: 5.71

Geometry as XYZ:
```
11
Properties=species:S:1:pos:R:3:forces:R:3
Sn 1.444 -25.882 -14.970 -1.6 1.7 -1.5
B 1.529 -23.548 -17.322 -1.1 -0.3 -0.6
H 1.479 -24.433 -17.938 -0.7 -3.4 -2.3
H 2.127 -23.714 -16.439 3.0 -1.3 4.7
H 2.116 -22.795 -17.825 2.7 2.8 -2.0
H 0.647 -23.034 -16.974 -3.6 1.3 1.0
B -1.437 -25.206 -15.819 0.6 -1.1 -0.1
H -1.089 -25.650 -16.738 1.1 -1.8 -3.7
H -1.586 -25.993 -15.096 -0.5 -3.3 3.3
H -0.673 -24.487 -15.568 3.5 3.1 1.6
H -2.375 -24.690 -15.953 -3.4 2.2 -0.4
```
Positions in Å, forces in eV/Å.

Here are the Mulliken charges for atoms 1 to 8, given in e:
1 Sn 0.31
2 B 0.29
3 H -0.26
4 H -0.37
5 H -0.14
6 H -0.17
7 B 0.17
8 H -0.14

---

Molecular formula: C26H31Cl3F2GeN7O6STa
Method: DFT, ωB97M-V with the def2-TZVPD basis set

Computed properties:
Total energy in a.u.: -5956.28886
Energy relative to the best compared isomer or geometry (same formula, charge and spin) in kJ/mol: 25.7
Total charge: +1
E_LUMO (alpha / beta) in eV: -3.39 / -3.72
2S+1: 2
Orbital gap (alpha / beta) in eV: 6.79 / 7.47
Largest force on an atom in eV Å⁻¹: 2.82

Geometry as XYZ:
```
78
Properties=species:S:1:pos:R:3:forces:R:3
Ta -0.716 1.450 -1.890 2.2 -1.7 0.4
F 2.225 -0.530 2.496 0.1 -0.1 0.1
C 2.302 0.024 1.270 0.0 0.1 -0.3
C 1.142 0.147 0.531 -0.3 -0.1 0.1
C 1.134 0.744 -0.723 -0.3 0.1 0.0
C 2.374 1.174 -1.234 0.1 0.1 0.0
C 3.529 0.988 -0.475 -0.2 -0.1 0.1
F 4.736 1.307 -0.975 0.0 0.1 0.0
C 3.522 0.442 0.794 0.1 -0.1 0.1
C 2.431 1.666 -2.617 0.3 -0.1 -0.1
C 3.486 2.397 -3.167 0.0 0.1 -0.1
C 3.548 2.570 -4.537 -0.1 0.0 0.0
C 2.576 1.988 -5.340 0.0 -0.1 0.1
C 1.499 1.392 -4.716 0.0 0.0 -0.2
N 1.403 1.271 -3.392 -0.8 0.5 0.9
H 0.239 -0.255 0.962 0.2 0.0 0.1
H 4.439 0.335 1.356 0.0 0.0 0.0
H 4.235 2.841 -2.533 0.0 -0.1 0.0
H 4.352 3.143 -4.979 0.0 0.0 0.0
H 2.634 2.024 -6.418 -0.1 0.0 0.0
H 0.677 0.994 -5.296 0.0 0.1 0.0
C 1.196 -4.351 -2.132 0.0 -0.1 0.1
N 1.341 -3.181 -2.990 0.1 -0.1 0.0
C 2.269 -3.259 -4.113 0.1 0.0 -0.1
C 0.682 -2.079 -2.750 -0.1 0.1 0.2
N 0.100 -1.102 -2.534 -0.3 0.4 -0.1
H 0.800 -5.191 -2.704 0.0 0.0 0.0
H 0.518 -4.127 -1.312 0.0 0.0 0.0
H 2.167 -4.633 -1.720 0.0 0.0 0.0
H 1.939 -4.014 -4.828 0.0 0.0 0.0
H 3.265 -3.522 -3.755 0.0 0.0 0.0
H 2.321 -2.295 -4.614 0.0 0.0 0.0
C 1.643 -1.527 6.744 0.0 0.0 0.0
C 1.658 -0.066 6.313 -0.5 -0.2 -0.2
S 0.005 0.490 5.893 0.0 0.1 -0.3
O -0.854 0.390 7.040 0.0 -0.2 0.1
O 0.096 1.766 5.220 0.2 0.0 0.0
C -0.602 -0.677 4.636 0.1 0.4 0.4
C -1.950 -0.135 4.126 0.2 0.1 0.3
N -2.009 -0.128 2.667 0.0 -0.3 0.0
C -1.767 0.925 1.855 0.0 0.1 -0.1
N -1.791 0.554 0.577 0.2 0.4 -0.7
C -2.050 -0.774 0.559 0.0 -0.3 0.3
C -2.187 -1.222 1.841 0.1 0.4 -0.5
N -2.422 -2.569 2.236 -0.1 -0.3 0.0
O -2.619 -3.363 1.331 0.0 0.1 0.2
O -2.403 -2.847 3.422 0.0 0.1 -0.1
C -1.494 2.301 2.328 -0.1 0.0 0.1
H 2.587 -1.787 7.218 0.0 0.0 0.0
H 1.499 -2.189 5.891 0.0 0.0 0.0
H 0.842 -1.694 7.465 0.0 -0.1 0.0
H 2.272 0.124 5.434 0.1 0.0 0.0
H 1.959 0.594 7.127 0.0 0.1 0.0
H -0.708 -1.663 5.078 0.1 0.0 0.0
H 0.154 -0.683 3.850 0.0 -0.1 0.0
H -2.088 0.889 4.467 -0.1 0.0 -0.1
H -2.762 -0.742 4.510 0.0 0.1 0.0
H -2.079 -1.369 -0.336 0.0 0.0 0.0
H -2.424 2.796 2.617 0.0 0.0 0.0
H -1.043 2.870 1.521 0.0 -0.1 0.0
H -0.832 2.303 3.192 0.1 0.0 0.0
Cl -1.326 2.057 -4.232 0.2 0.2 -0.3
Ge -3.573 2.870 -3.714 -0.6 -0.2 -0.2
Cl -3.147 4.903 -4.245 0.1 0.4 -0.1
Cl -2.743 3.012 -1.525 -0.2 0.3 0.4
O -0.028 5.113 0.302 0.0 -0.1 0.0
C -0.030 4.124 -0.318 0.1 0.1 -0.1
N -0.007 3.102 -0.951 -0.1 0.1 -0.1
C -4.700 -0.483 -1.783 -0.3 -0.1 0.0
O -3.498 0.278 -1.587 0.0 -0.2 -0.2
C -2.428 0.123 -2.316 -0.8 0.0 0.3
C -2.580 -0.828 -3.453 0.2 0.0 -0.1
H -4.510 -1.550 -1.662 0.1 0.0 0.0
H -5.129 -0.292 -2.767 0.1 0.0 0.0
H -5.389 -0.142 -1.017 0.1 0.0 0.0
H -3.464 -0.557 -4.039 0.0 0.0 0.0
H -2.732 -1.847 -3.084 0.0 0.0 0.0
H -1.711 -0.812 -4.097 0.0 -0.1 0.0
```
Positions in Å, forces in eV/Å.

Here are the Mulliken charges for atoms 1 to 8, given in e:
1 Ta 1.53
2 F -0.32
3 C 0.19
4 C -0.38
5 C 0.28
6 C 0.08
7 C 0.56
8 F -0.37